1.
This record from the Open Molecules 2025 dataset describes a molecular structure, Cl2O4PS at a distorted geometry. The level of theory is ωB97M-V/def2-TZVPD.

Geometry as XYZ:
```
8
Properties=species:S:1:pos:R:3:lowdin_charge:R:1
O 0.5376 0.6596 -1.9135 -0.34
O 1.9279 -1.3163 1.3772 -0.54
O -1.7898 0.3382 -1.0340 -0.32
O -0.3363 1.9230 0.0065 -0.36
P 0.5504 -0.9802 1.1067 -0.11
S -0.4615 0.7924 -0.8695 0.43
Cl -0.3869 -0.6532 2.8940 0.14
Cl -0.4543 -2.7657 0.7186 0.09
```

## Properties
* total energy: -1961.04306 Eh
* charge: -1
* ΔE to the lowest compared entry with this formula, charge and spin: 0.0932 eV
* highest occupied orbital energy: -0.1979 Ha



2.
This record from the Open Molecules 2025 dataset describes a molecular structure, F2Pb2 at a distorted geometry. The level of theory is ωB97M-V/def2-TZVPD.

Geometry as XYZ:
```
4
Properties=species:S:1:pos:R:3:lowdin_charge:R:1
Pb -0.6508 0.3344 -1.6304 1.53
Pb 2.4888 -1.3879 0.8249 1.81
F -2.3304 0.4586 0.2688 -0.61
F 0.4924 0.5948 0.5367 -0.72
```

## Properties
* total energy: -584.62557 Eh
* charge: +2
* highest occupied orbital energy: -0.6444 Ha



3.
This record from the Open Molecules 2025 dataset describes C10H16N2 in the gas phase at a distorted geometry. The level of theory is ωB97M-V/def2-TZVPD.

Geometry as XYZ:
```
28
Properties=species:S:1:pos:R:3:lowdin_charge:R:1
C -2.3198 -2.9274 -0.2613 -0.18
C -0.9995 -2.9943 0.0752 -0.10
C -0.9775 1.3780 -0.6574 -0.20
C -2.4113 0.7535 -0.7557 -0.16
C -0.2980 0.9662 0.6503 -0.15
C -2.3397 -0.7648 -0.9023 -0.15
C 0.7929 -1.4143 0.3149 -0.11
C 1.0435 0.1165 0.4682 -0.48
C 1.9819 0.5420 1.5430 -0.08
C 1.7503 0.4716 -0.9436 -0.07
N -2.9541 -1.7316 -0.2694 0.08
N -0.4126 -1.7579 0.2754 0.02
H -2.9866 -3.7346 -0.4368 0.09
H -0.3605 -3.9296 0.0294 0.13
H -0.5208 1.0227 -1.6428 0.12
H -1.1321 2.4907 -0.5920 0.12
H -2.9171 1.0141 0.1215 0.09
H -2.8584 1.1508 -1.6831 0.11
H -0.1560 1.8695 1.2148 0.10
H -0.8949 0.2309 1.2589 0.13
H -1.5555 -1.1515 -1.4713 0.09
H 1.7659 -1.8429 0.1004 0.12
H 2.6386 -0.2606 1.9009 0.08
H 1.4483 0.9851 2.3680 0.07
H 2.7751 1.2310 1.2313 0.08
H 1.2866 -0.2098 -1.7121 0.08
H 2.7822 0.0379 -0.9036 0.08
H 1.7802 1.5713 -1.1040 0.09
```

## Properties
* ⟨S²⟩: 2.0249
* total energy: -499.91376 Eh
* ΔE to the lowest compared entry with this formula, charge and spin: 0.4416 eV
* 2S+1: 3
* highest occupied orbital energy (spin up / spin down): -0.1850 / -0.3366 Ha



4.
This record from the Open Molecules 2025 dataset describes a molecular structure, C27H35CeN6O4S at a distorted geometry. The level of theory is ωB97M-V/def2-TZVPD.

Geometry as XYZ:
```
74
Properties=species:S:1:pos:R:3:lowdin_charge:R:1
Ce 9.5124 -15.0918 0.9310 1.19
C 12.7543 -12.5313 1.8988 -0.13
C 11.2483 -12.2359 2.2240 -0.15
N 10.2335 -12.5146 1.1597 -0.11
C 10.4940 -11.8347 -0.1404 -0.16
C 11.2297 -12.7506 -1.1166 -0.17
N 10.4227 -13.9785 -1.3235 -0.14
C 10.9442 -14.8325 -2.4029 -0.20
C 11.9736 -15.8852 -1.9830 -0.14
C 11.3582 -17.1419 -1.3718 -0.17
N 11.0045 -17.0907 0.0706 -0.16
C 12.1057 -17.4331 0.9966 -0.18
C 12.9908 -16.2665 1.3462 -0.18
N 12.2517 -14.9921 1.6527 -0.08
C 13.2798 -13.9375 1.6798 -0.21
H 13.3133 -12.1025 2.7249 0.12
H 13.0648 -11.9138 1.0240 0.11
H 11.2225 -11.1575 2.4226 0.14
H 10.8921 -12.7254 3.1421 0.10
H 9.3711 -12.1635 1.5733 0.13
H 11.1354 -10.9478 0.0010 0.14
H 9.5669 -11.4808 -0.6104 0.14
H 12.2217 -13.0497 -0.7208 0.12
H 11.3757 -12.1951 -2.0600 0.14
H 9.5070 -13.6482 -1.6668 0.10
H 11.3832 -14.2155 -3.2109 0.14
H 10.1036 -15.3819 -2.8665 0.13
H 12.6967 -15.3595 -1.3357 0.11
H 12.5334 -16.1674 -2.8835 0.13
H 12.0207 -17.9967 -1.6027 0.14
H 10.4308 -17.3949 -1.8698 0.12
H 10.3116 -17.8231 0.2351 0.08
H 12.7361 -18.2059 0.5380 0.13
H 11.6644 -17.8820 1.9114 0.12
H 13.7252 -16.0914 0.5589 0.11
H 13.5865 -16.5514 2.2162 0.14
H 11.9563 -15.0625 2.6469 0.13
H 13.9107 -14.0153 0.7908 0.12
H 13.9483 -14.1713 2.5337 0.14
O 3.1097 -11.4450 2.8358 -0.04
C 4.1033 -11.7465 3.5565 -0.70
O 4.2423 -11.4222 4.7479 -0.01
C 5.1968 -12.6135 3.0471 -0.08
C 5.0168 -13.3863 1.8919 0.04
C 5.9674 -14.3542 1.5439 -0.11
N 7.1286 -14.4818 2.2129 0.02
C 7.3577 -13.6303 3.2719 -0.16
C 6.3937 -12.7476 3.7498 0.09
C 8.7569 -13.7085 3.8480 -0.49
O 9.0329 -13.1359 4.8956 0.13
O 9.6019 -14.4185 3.0735 -0.29
H 4.1259 -13.3319 1.2640 0.13
H 5.7790 -15.0424 0.7492 0.09
H 6.6196 -12.1641 4.6377 0.14
C 6.9496 -14.8374 -1.9491 -0.03
C 6.8840 -16.2579 -1.4881 -0.33
C 6.0559 -17.0549 -2.3161 0.00
C 5.8936 -18.3782 -1.9806 0.03
C 6.4679 -18.8724 -0.7805 -0.15
C 6.1048 -20.1431 -0.2872 -0.03
C 6.5702 -20.5907 0.9350 -0.05
C 7.4126 -19.7691 1.7122 -0.09
C 7.7804 -18.4766 1.2854 -0.62
S 8.6233 -17.5054 2.4022 0.77
C 7.2448 -17.9918 0.0402 -0.20
N 7.4962 -16.6946 -0.3920 0.08
H 5.9657 -14.4985 -2.3069 0.11
H 7.6268 -14.7408 -2.7830 0.08
H 7.2909 -14.1769 -1.1323 0.07
H 5.5927 -16.6242 -3.2055 0.13
H 5.2391 -19.0514 -2.5396 0.13
H 5.4614 -20.7773 -0.9007 0.12
H 6.2228 -21.5324 1.3344 0.11
H 7.7570 -20.1599 2.6698 0.11
```

## Properties
* total energy: -2552.47858 Eh
* charge: +1
* ΔE to the lowest compared entry with this formula, charge and spin: 0.0000 eV
* highest occupied orbital energy (spin up / spin down): -0.3259 / -0.3259 Ha